(1)
Density functional theory data (ωB97M-V/def2-TZVPD) for a molecular structure, C6H8N2S2 at a distorted geometry.

XYZ file:
```
18
Properties=species:S:1:pos:R:3:forces:R:3
C 0.299 -1.653 -0.099 2.082 3.996 -1.354
C 0.963 1.305 0.667 0.352 1.884 0.461
C -1.138 0.149 -0.764 0.633 -0.403 0.054
C 0.407 -2.831 0.359 2.167 -2.476 1.332
C 0.839 1.937 1.857 -0.609 -1.911 -2.576
C -2.331 0.430 -1.634 -0.931 -2.254 -0.471
N -0.803 -1.017 -0.391 -1.803 1.303 -1.343
N 2.187 0.849 0.257 1.956 -0.630 1.746
S 2.259 -0.458 -0.815 -2.065 -1.514 0.699
S -0.227 1.637 -0.595 0.022 0.084 0.140
H 1.404 -3.175 0.616 -0.372 -0.452 -0.037
H -0.487 -3.373 0.529 -0.542 -0.701 0.259
H -0.137 2.317 1.992 -0.428 0.768 1.159
H 1.677 1.741 2.464 0.350 0.563 1.532
H -1.823 0.701 -2.624 -1.324 -0.106 1.134
H -2.989 1.197 -1.186 0.482 -0.117 -0.641
H -2.961 -0.573 -1.738 1.424 2.193 0.002
H 2.861 0.817 1.106 -1.392 -0.226 -2.099
```
Forces are in eV/Å.

Properties
energy above the lowest of the compared OMol25 structures with the same formula, charge and spin	101.9	kcal per mole
LUMO energy (spin up / spin down)	0.000 / 0.000	eV
total energy	-30998.040	eV
charge	0

=====

(2)
Density functional theory data (ωB97M-V/def2-TZVPD) for a gas-phase ion, C6H8N3O (charge +1) at a distorted geometry.

XYZ file:
```
18
Properties=species:S:1:pos:R:3:forces:R:3
C -2.075 1.653 -0.343 -1.768 2.984 1.196
N -1.567 0.546 -0.390 -1.825 -3.867 -0.649
N -0.273 0.411 -0.218 3.316 -4.881 0.766
C 0.710 1.287 -0.124 3.364 -2.075 -0.060
C 1.905 0.609 -0.031 -0.133 0.575 0.939
C 3.345 0.927 0.194 -0.838 1.550 -0.669
O 4.149 0.062 0.138 0.978 -1.934 0.068
N 1.625 -0.744 0.076 0.640 1.265 -1.141
C 0.364 -0.953 -0.052 -3.787 3.065 0.714
C -0.501 -2.058 0.318 1.162 -2.902 -1.166
H -3.134 1.908 -0.290 0.033 -0.910 -0.701
H -1.476 2.457 -0.060 1.024 1.840 0.113
H 0.638 2.282 -0.194 -0.568 3.464 -0.295
H 3.698 1.943 0.351 -0.496 0.591 0.134
H 2.425 -1.352 -0.033 0.093 -0.717 0.513
H -0.163 -2.992 -0.266 -1.129 1.344 0.181
H -0.347 -2.490 1.302 0.355 0.762 0.604
H -1.534 -1.779 0.247 -0.420 -0.153 -0.548
```
Forces are in eV/Å.

Properties
energy above the lowest of the compared OMol25 structures with the same formula, charge and spin	72.1	kcal per mole
SMILES string	C=Nn1cc(C=O)[nH+]c1C
LUMO energy	-4.362	eV
total energy	-12860.093	eV
charge	+1

=====

(3)
Density functional theory data (ωB97M-V/def2-TZVPD) for a gas-phase ion, C6H8N3O3S (charge -1) at a distorted geometry.

XYZ file:
```
21
Properties=species:S:1:pos:R:3:forces:R:3
H 2.161 4.023 -0.255 1.180 -2.369 -0.494
N 2.729 3.079 -0.221 -1.590 -0.526 0.780
N 1.822 2.179 -0.090 -1.751 2.172 0.715
N 2.045 0.940 0.304 -0.021 1.607 -0.728
C 0.903 -0.052 0.151 4.088 -1.682 -0.190
S 2.000 -1.602 -0.071 1.662 0.338 0.654
O 2.922 -1.260 -1.161 -0.725 -0.087 0.167
O 2.688 -1.654 1.222 -0.333 -0.111 -0.269
O 1.108 -2.703 -0.326 -0.602 -0.327 -0.254
C 0.194 0.094 -1.097 -0.258 2.509 -1.505
C -1.064 -0.277 -1.200 0.360 -0.516 -0.241
C -1.617 -1.224 -0.158 -0.584 2.929 -0.016
C -1.181 -0.713 1.203 -0.036 -0.292 -0.029
C 0.086 -0.341 1.353 -0.181 1.643 1.053
H 3.009 0.699 0.108 0.142 -1.182 0.294
H 0.637 0.766 -1.879 -0.327 -0.753 0.947
H -1.625 0.186 -2.006 -0.354 -0.767 -0.127
H -2.665 -1.235 -0.348 -1.101 -0.292 0.542
H -1.221 -2.183 -0.242 0.686 -1.719 -0.544
H -1.889 -0.706 2.027 0.227 -0.389 0.096
H 0.547 -0.081 2.330 -0.483 -0.185 -0.851
```
Forces are in eV/Å.

Properties
energy above the lowest of the compared OMol25 structures with the same formula, charge and spin	28.3	kcal per mole
SMILES string	[H]/N=N/NC1(S(=O)(=O)[O-])C=CCC=C1
LUMO energy	3.567	eV
total energy	-27798.239	eV
charge	-1

=====

(4)
Density functional theory data (ωB97M-V/def2-TZVPD) for 2 unconnected molecules or ions with the total composition C6H8N3O4S at a distorted geometry.

XYZ file:
```
22
Properties=species:S:1:pos:R:3:forces:R:3
C 3.092 0.770 -0.857 0.232 -0.130 -0.076
C 1.052 -0.634 0.462 0.343 0.381 0.020
C -0.128 1.494 0.264 -1.330 1.012 0.558
C 3.349 -0.663 -0.491 -0.190 0.017 0.196
C 2.493 -1.018 0.725 0.064 -0.102 -0.101
C 0.972 0.801 0.057 0.470 -1.131 -0.169
N 2.039 1.420 -0.596 -0.137 0.792 -0.143
N 0.140 -1.480 0.582 -0.405 -0.784 0.287
N -4.456 1.207 0.102 -0.140 -0.908 -0.113
O -1.061 2.118 0.543 0.693 -0.324 -0.320
O -2.471 -0.341 -0.082 -0.246 -0.063 -0.070
O -4.450 -0.754 -1.461 0.028 0.206 0.120
O -4.518 -1.166 0.960 0.115 0.237 -0.157
S -3.945 -0.414 -0.143 0.079 -0.352 0.207
H 3.861 1.311 -1.396 0.170 0.079 -0.092
H 3.076 -1.301 -1.340 0.074 -0.025 0.015
H 4.412 -0.817 -0.286 -0.041 0.010 -0.079
H 2.851 -0.447 1.587 0.020 -0.028 0.020
H 2.540 -2.080 0.958 -0.074 0.011 0.019
H -0.819 -1.178 0.378 0.035 0.262 -0.107
H -4.213 1.638 -0.775 0.101 0.447 -0.201
H -3.818 1.538 0.809 0.139 0.392 0.188
```
Forces are in eV/Å.

Properties
energy above the lowest of the compared OMol25 structures with the same formula, charge and spin	0.0	kcal per mole
LUMO energy	2.945	eV
total energy	-29848.088	eV
charge	-1

=====

(5)
Density functional theory data (ωB97M-V/def2-TZVPD) for C6H8N3P in the gas phase at a distorted geometry.

XYZ file:
```
18
Properties=species:S:1:pos:R:3:forces:R:3
C -2.858 -0.411 0.800 -0.897 0.845 2.268
C -2.071 0.385 -0.191 0.638 1.800 -1.633
C -0.669 -0.105 -0.317 -0.145 -0.537 0.044
C 0.487 0.385 0.152 1.537 1.306 1.516
N 1.414 -0.637 0.009 3.679 0.761 0.601
P 3.624 -0.831 0.119 -2.996 -0.513 -0.452
C 3.825 0.771 -0.318 -1.076 0.112 1.011
N 3.654 1.929 -0.106 0.820 1.584 -0.266
C 0.794 -1.652 -0.605 -0.301 2.220 0.338
N -0.444 -1.357 -0.847 -1.326 -0.972 -0.207
H -2.898 0.042 1.879 0.241 -0.583 -1.975
H -2.298 -1.319 0.880 -0.350 -1.041 0.241
H -3.908 -0.567 0.498 0.542 -0.119 0.096
H -2.084 1.512 -0.020 -0.096 -1.395 -0.292
H -2.392 0.163 -1.229 -0.669 0.467 0.531
H 0.670 1.316 0.732 0.029 -0.969 -0.662
H 3.743 2.816 -0.603 -0.201 -0.677 -0.234
H 1.411 -2.439 -0.834 0.571 -2.289 -0.925
```
Forces are in eV/Å.

Properties
energy above the lowest of the compared OMol25 structures with the same formula, charge and spin	50.2	kcal per mole
SMILES string	CCc1cn(P=C=N)cn1
LUMO energy	-1.368	eV
total energy	-20107.135	eV
charge	0

=====

(6)
Density functional theory data (ωB97M-V/def2-TZVPD) for C6H8N3P3 in the gas phase at a distorted geometry.

XYZ file:
```
20
Properties=species:S:1:pos:R:3:forces:R:3
C -3.267 0.075 0.355 1.137 1.053 0.537
C -2.546 -0.817 1.164 -0.666 -1.693 -0.986
C -1.183 -0.977 0.943 1.748 -0.529 2.360
C -0.369 -0.067 0.157 -0.905 -2.134 1.206
N 1.008 -0.133 0.039 1.945 -1.279 0.693
P 1.847 -1.696 0.346 -1.729 -0.960 -2.251
N 3.432 -1.679 -0.143 1.732 2.257 0.077
P 4.435 -0.454 -0.382 -2.208 -0.933 0.275
N 3.458 0.959 -0.450 1.343 -0.874 0.416
P 1.774 1.099 -0.847 -0.997 1.461 -0.434
C -1.086 0.846 -0.514 -2.092 3.265 -2.532
C -2.506 0.934 -0.389 1.195 0.143 -0.617
H -4.306 0.325 0.379 -0.607 -0.595 0.378
H -3.122 -1.581 1.758 0.950 0.985 -0.346
H -0.652 -1.719 1.656 -0.805 1.167 -1.522
H 1.431 -2.212 -1.048 0.164 0.073 1.815
H 4.063 1.654 -0.894 -0.675 0.214 0.179
H 1.254 2.115 0.093 0.850 -0.247 -0.583
H -0.674 1.602 -1.289 -0.289 -1.432 1.547
H -2.990 1.729 -0.934 -0.092 0.061 -0.212
```
Forces are in eV/Å.

Properties
energy above the lowest of the compared OMol25 structures with the same formula, charge and spin	2.6	kcal per mole
SMILES string	c1ccc(-n2[pH]np[nH][pH]2)cc1
LUMO energy	-0.328	eV
total energy	-38687.444	eV
charge	0

=====

(7)
Density functional theory data (ωB97M-V/def2-TZVPD) for 2 unconnected molecules or ions with the total composition C6H8N4O2 at a distorted geometry.

XYZ file:
```
20
Properties=species:S:1:pos:R:3:forces:R:3
N -1.845 0.750 -1.364 -0.288 -0.278 0.126
C -1.373 -0.288 -0.609 0.421 0.075 -0.104
O -2.340 -1.059 -0.070 0.158 0.243 -0.121
C -0.032 -0.469 -0.404 -0.589 -0.632 0.551
C 0.535 -1.579 0.466 -0.321 0.102 -0.248
N 1.950 -1.443 0.747 0.467 -0.041 0.209
C 2.623 -0.561 0.130 -0.119 -0.520 0.442
C 2.054 0.368 -0.820 -0.838 0.470 -0.553
N 0.784 0.420 -1.037 0.849 0.428 -0.369
H -1.148 1.141 -1.980 -0.069 0.006 -0.034
H -2.780 0.646 -1.722 0.014 0.000 -0.058
H -1.990 -1.568 0.673 0.057 0.048 -0.054
H 0.034 -1.618 1.445 -0.039 -0.095 -0.117
H 0.406 -2.565 -0.006 -0.063 0.047 0.130
H 3.678 -0.497 0.364 0.186 0.045 -0.014
H 2.677 1.076 -1.348 0.150 0.052 0.007
N -0.636 2.479 1.200 0.251 1.023 -0.173
C -0.926 1.435 1.692 0.128 0.418 0.172
O -1.202 0.541 2.374 -0.355 -1.176 0.510
H -0.469 2.791 0.269 0.000 -0.216 -0.303
```
Forces are in eV/Å.

Properties
energy above the lowest of the compared OMol25 structures with the same formula, charge and spin	42.7	kcal per mole
SMILES string	N/C(O)=C1/CN=CC=N1.N=C=O
LUMO energy	0.037	eV
total energy	-16406.056	eV
charge	0

=====

(8)
Density functional theory data (ωB97M-V/def2-TZVPD) for C6H8NOP in the gas phase at a distorted geometry.

XYZ file:
```
17
Properties=species:S:1:pos:R:3:forces:R:3
C -0.716 -0.750 1.241 -1.078 1.172 1.661
C -0.130 -1.419 0.215 -0.524 -0.445 -0.057
C 1.203 -1.522 -0.075 4.754 -0.006 -0.422
C -1.361 0.484 0.592 -1.723 1.684 1.228
C -0.712 -0.906 -1.102 0.773 0.843 -0.854
C -0.512 0.572 -0.727 -0.772 -1.841 0.967
N 0.925 0.616 -0.660 -0.266 -1.148 0.023
O 2.309 -1.914 -0.271 -3.570 0.884 0.788
P 1.549 1.838 0.260 1.647 0.247 -0.823
H -0.642 -0.799 2.381 0.532 -0.211 -1.997
H -2.487 0.498 0.385 1.337 -0.850 -0.315
H -1.445 1.422 1.248 1.168 -1.241 -0.343
H -0.090 -1.055 -1.973 0.326 -0.535 -0.148
H -1.668 -1.339 -1.302 -0.913 0.117 0.142
H -0.850 1.298 -1.401 -0.814 1.136 -0.971
H 2.909 1.716 -0.406 -1.151 0.207 1.577
H 1.717 1.263 1.596 0.274 -0.013 -0.457
```
Forces are in eV/Å.

Properties
energy above the lowest of the compared OMol25 structures with the same formula, charge and spin	58.5	kcal per mole
LUMO energy (spin up / spin down)	-0.922 / -0.730	eV
total energy	-19172.299	eV
charge	0

=====

(9)
Density functional theory data (ωB97M-V/def2-TZVPD) for a molecular structure, C6H8NaO6 at a distorted geometry.

XYZ file:
```
21
Properties=species:S:1:pos:R:3:forces:R:3
O 3.909 0.818 -3.348 0.254 -0.238 -0.229
C 3.428 1.056 -2.213 1.342 1.492 -0.822
O 3.851 1.973 -1.468 0.049 0.069 0.487
O 2.374 0.311 -1.843 -0.734 -0.656 0.191
C 1.755 0.596 -0.591 0.301 0.241 0.099
C 0.492 -0.237 -0.472 -0.062 -0.184 -0.234
C -0.186 0.018 0.867 0.414 -0.011 0.394
C -1.575 -0.492 1.017 -1.217 0.414 -1.471
O -2.216 -1.038 0.130 0.600 0.027 1.208
H 1.515 1.667 -0.536 0.106 -0.188 0.035
H 2.458 0.364 0.223 -0.128 0.112 -0.120
H 0.739 -1.303 -0.578 -0.109 0.269 -0.004
H -0.190 0.021 -1.294 0.136 -0.110 0.206
H -0.254 1.098 1.089 0.019 -0.200 -0.076
H 0.391 -0.393 1.713 0.002 0.115 -0.189
H -2.108 -0.158 1.932 0.223 -0.359 0.189
Na 5.903 2.646 -3.375 -1.299 -0.852 0.530
H -3.971 -2.089 1.683 -1.845 -0.696 0.696
O -4.804 -2.558 2.092 2.437 -0.029 -1.114
O -5.784 -0.554 2.493 0.044 -0.891 -0.014
C -5.727 -1.746 2.479 -0.532 1.673 0.237
```
Forces are in eV/Å.

Properties
energy above the lowest of the compared OMol25 structures with the same formula, charge and spin	25.2	kcal per mole
spin multiplicity	2
LUMO energy	-1.452	eV
total energy	-23051.838	eV
charge	0

=====

(10)
Density functional theory data (ωB97M-V/def2-TZVPD) for a molecular structure, C6H8O2 at a distorted geometry.

XYZ file:
```
16
Properties=species:S:1:pos:R:3:forces:R:3
C 0.664 -0.833 -0.094 1.003 1.585 0.992
C 1.877 0.105 -0.064 -1.716 -1.217 -0.243
C 0.507 -2.130 0.057 2.318 -0.506 -0.812
C -0.110 0.505 -0.021 -2.026 -1.764 -0.009
C -0.894 0.751 1.242 -0.847 0.546 1.930
C -0.844 0.761 -1.324 -1.249 0.873 0.286
O 3.036 -0.009 -0.052 2.072 0.109 -0.019
O 1.110 1.226 0.026 1.132 0.621 -0.076
H -0.454 -2.521 0.179 -1.342 -0.767 0.201
H 1.385 -2.861 -0.059 -1.410 1.338 0.382
H -1.475 1.773 1.262 1.588 -1.697 -0.012
H -0.126 0.624 2.082 -1.276 0.715 -0.826
H -1.703 0.005 1.495 0.901 0.444 -0.781
H -0.494 1.788 -1.606 -0.545 -0.892 -0.295
H -2.016 0.845 -1.079 2.620 -0.651 -1.124
H -0.462 -0.030 -2.044 -1.222 1.263 0.407
```
Forces are in eV/Å.

Properties
energy above the lowest of the compared OMol25 structures with the same formula, charge and spin	42.3	kcal per mole
LUMO energy	0.589	eV
total energy	-10444.891	eV
charge	0

=====

(11)
Density functional theory data (ωB97M-V/def2-TZVPD) for 2 unconnected molecules or ions with the total composition C6H8O2 at a distorted geometry.

XYZ file:
```
16
Properties=species:S:1:pos:R:3:forces:R:3
O 2.120 -0.217 -1.576 -1.017 1.774 2.535
C 1.753 0.019 -0.461 3.270 -1.881 -4.841
C 1.738 -0.114 0.812 -0.558 0.349 2.518
C 0.532 -0.353 1.692 -0.159 1.792 1.122
C 1.151 -1.504 1.073 -0.828 -1.327 -1.707
H -0.377 0.088 1.262 0.138 -0.563 0.462
H 0.680 -0.176 2.778 -0.110 -0.122 -0.894
H 1.698 -2.288 1.583 0.172 0.372 0.245
H 0.617 -1.837 0.167 0.207 -0.451 0.776
C -2.074 1.360 -0.850 -1.142 0.189 -0.379
C -0.817 1.095 -1.148 0.678 3.238 1.322
O -0.441 -0.140 -1.333 -0.157 -2.480 -0.946
H -2.538 2.297 -0.649 0.320 0.727 0.076
H -2.811 0.562 -0.941 0.138 -0.135 0.142
H 0.047 1.836 -1.082 -1.373 -0.997 -0.330
H -1.279 -0.629 -1.327 0.420 -0.486 -0.101
```
Forces are in eV/Å.

Properties
energy above the lowest of the compared OMol25 structures with the same formula, charge and spin	107.7	kcal per mole
SMILES string	O=C=C1CC1.C=CO
LUMO energy	0.749	eV
total energy	-10442.058	eV
charge	0

=====

(12)
Density functional theory data (ωB97M-V/def2-TZVPD) for a molecular structure, C6H8O2 at a distorted geometry.

XYZ file:
```
16
Properties=species:S:1:pos:R:3:forces:R:3
C -0.434 0.019 1.000 0.505 -0.186 -0.848
C 0.167 1.028 -0.035 0.720 3.659 4.209
C -0.958 0.559 -0.929 0.381 1.741 -3.864
C -0.343 -0.787 -0.365 -3.257 -1.832 -0.161
C 1.100 -0.857 -0.714 3.238 -2.971 -3.394
C 1.513 0.350 -0.468 -0.820 4.425 0.866
H 0.934 0.838 2.387 -2.586 -5.365 -0.967
H -1.536 0.210 1.201 1.423 -0.188 0.250
H 0.377 2.102 0.472 -0.896 -1.853 -1.549
H -2.023 0.781 -0.637 1.330 -0.455 0.160
H -0.894 1.004 -2.050 0.210 -1.817 2.223
H -1.185 -2.459 0.478 0.235 2.267 -5.149
H 1.776 -1.674 -1.405 -2.467 1.984 2.536
H 2.305 1.158 -0.460 -0.184 -2.161 -0.568
O 0.334 -0.338 2.115 2.251 5.291 0.868
O -1.133 -1.933 -0.591 -0.083 -2.539 5.391
```
Forces are in eV/Å.

Properties
energy above the lowest of the compared OMol25 structures with the same formula, charge and spin	168.3	kcal per mole
LUMO energy	0.007	eV
total energy	-10439.427	eV
charge	0

=====

Question: Which formula does entry 10 have?
Answer: C6H8O2